Here is a structure of composition C33H27FeNO5P2 from OMol25. Energies are from wB97M-V/def2-TZVPD.

Structure (XYZ):
```
69
Properties=species:S:1:pos:R:3:forces:R:3
Fe 1.046172 -1.911449 1.262481 0.11 0.17 0.33
O 3.498604 -7.473704 1.794502 0.01 0.00 0.00
C 2.923089 -6.256249 1.710567 0.01 -0.03 0.00
C 2.108159 -5.751190 2.727752 -0.01 0.04 -0.01
C 1.568598 -4.496115 2.542686 -0.01 0.02 0.03
N 1.823309 -3.813492 1.441621 0.03 -0.01 0.00
C 2.595381 -4.268428 0.466248 -0.02 0.02 -0.03
C 3.178585 -5.512325 0.553599 -0.04 0.06 -0.01
C 2.711195 -3.250665 -0.672816 -0.05 0.09 0.11
O 3.305050 -3.517342 -1.689319 0.05 -0.07 0.01
O 2.107749 -2.122061 -0.392732 0.03 -0.11 -0.19
C 0.657904 -3.714408 3.497889 0.00 0.09 -0.12
O 0.323532 -4.196967 4.556262 0.02 -0.08 0.00
O 0.333276 -2.546864 3.022594 -0.07 -0.07 0.11
H 3.264779 -7.892428 2.630345 0.00 -0.01 0.00
H 1.897790 -6.303000 3.634997 0.00 -0.02 0.00
H 3.805926 -5.895399 -0.237657 0.01 -0.02 0.00
C 1.881919 1.122889 -0.947453 0.04 0.05 -0.04
C 0.989178 1.649007 0.189407 -0.03 0.07 0.09
P 0.173039 0.450886 1.321905 -0.09 -0.01 -0.60
C -0.306286 1.492455 2.746777 0.01 -0.16 0.09
C 0.338734 2.676896 3.093582 0.02 -0.03 0.04
C -0.082394 3.408407 4.196160 0.01 -0.01 -0.01
C -1.139709 2.960824 4.970582 0.00 0.01 0.00
C -1.772609 1.769715 4.645503 -0.01 -0.01 0.00
C -1.358806 1.040705 3.543949 0.00 -0.02 0.01
C -1.452499 0.038129 0.593434 -0.04 0.16 0.11
C -1.988388 -1.217657 0.863829 -0.09 -0.11 0.10
C -3.245436 -1.571936 0.384733 0.04 0.05 0.02
C -3.976117 -0.665110 -0.361000 -0.01 0.00 -0.03
C -3.456262 0.597882 -0.623682 -0.03 -0.05 -0.04
C -2.207435 0.947313 -0.147607 0.08 0.01 0.02
P 1.423695 1.252354 -2.739210 0.00 0.16 -0.07
C 1.032306 3.044477 -2.836800 -0.07 -0.02 0.01
C 1.972318 3.854695 -3.469519 0.05 0.00 0.02
C 1.798347 5.230197 -3.546445 0.01 0.02 0.00
C 0.669793 5.817892 -2.998451 -0.01 0.00 0.01
C -0.285130 5.024469 -2.374845 0.02 0.03 -0.01
C -0.103061 3.653428 -2.297368 -0.06 -0.03 -0.01
C -0.200895 0.442505 -2.931536 0.02 -0.09 0.01
C -1.242072 0.986827 -3.680576 0.00 -0.01 -0.03
C -2.361196 0.225561 -3.992376 0.00 0.04 0.00
C -2.456264 -1.087945 -3.563766 -0.01 -0.03 0.01
C -1.420660 -1.643175 -2.823178 -0.05 -0.01 0.03
C -0.300561 -0.889572 -2.518967 0.03 0.08 0.05
H 2.232530 0.104619 -0.776111 -0.07 -0.06 0.01
H 2.787214 1.739498 -0.957058 0.04 -0.10 0.06
H 0.252086 2.373901 -0.161552 0.05 -0.05 0.06
H 1.635926 2.207950 0.866460 0.02 0.01 -0.02
H 1.178366 3.048751 2.525138 -0.01 0.02 -0.03
H 0.425503 4.330040 4.447846 0.00 0.01 0.00
H -1.467256 3.534697 5.827300 0.01 0.00 0.01
H -2.589243 1.402554 5.252672 -0.01 0.00 0.00
H -1.858294 0.110239 3.305751 0.00 0.00 0.00
H -1.473570 -1.922350 1.514261 0.08 0.03 -0.06
H -3.648622 -2.550356 0.609878 0.00 0.00 0.00
H -4.952732 -0.936023 -0.740967 0.00 0.00 0.00
H -4.027548 1.307062 -1.207901 0.00 0.01 0.00
H -1.822861 1.939563 -0.346975 -0.01 -0.04 0.02
H 2.853048 3.398529 -3.906435 -0.01 -0.01 -0.01
H 2.542426 5.839803 -4.042562 0.00 0.00 0.00
H 0.527793 6.888820 -3.062878 0.00 0.01 0.00
H -1.173493 5.475292 -1.951125 -0.01 0.01 0.00
H -0.872225 3.045644 -1.834115 0.05 0.03 -0.07
H -1.181319 2.004116 -4.045048 0.03 0.00 0.00
H -3.157763 0.665209 -4.579706 -0.01 -0.01 -0.01
H -3.327059 -1.680931 -3.813106 0.00 0.00 0.01
H -1.478372 -2.672250 -2.491649 -0.01 -0.01 0.00
H 0.522817 -1.344406 -1.978220 0.01 -0.04 0.02
```
Forces are in eV/Å.

HOMO energy (alpha / beta) in eV: -8.180 / -8.180
Kohn-Sham gap (alpha / beta) in eV: 8.49 / 8.20
ΔE to the lowest compared entry with this formula, charge and spin in eV: 0.595
Multiplicity: 5



Here is a structure of composition C49H63Ge2N12O2Se2Ti from OMol25. Energies are from wB97M-V/def2-TZVPD.

Structure (XYZ):
```
131
Properties=species:S:1:pos:R:3:forces:R:3
Ti 0.690579 -0.447146 0.614757 -0.63 -0.90 -0.52
Se 0.241896 1.260500 7.911639 0.06 -0.04 -0.34
N 1.605485 0.695827 6.901301 -0.10 0.04 0.04
C 1.233690 0.822078 5.655317 -0.04 0.01 0.20
C 2.083844 0.485910 4.526026 0.28 -0.04 -0.48
C 3.441970 0.208014 4.647279 0.15 -0.06 -0.29
C 4.187480 -0.026702 3.500627 -0.19 0.01 0.04
C 3.540372 -0.076363 2.268010 0.07 -0.01 0.23
N 2.243897 0.186687 2.135953 -0.11 -0.03 0.12
C 1.545225 0.531971 3.231034 -0.18 0.25 0.56
C 0.213374 1.095639 3.006939 -0.05 0.05 0.53
N -0.149881 1.236864 1.708718 0.24 0.07 0.56
C -1.248010 1.908730 1.425996 -0.30 0.13 0.08
C -2.073704 2.442243 2.435309 0.14 -0.14 -0.05
C -1.744228 2.248865 3.758952 0.05 -0.04 -0.27
C -0.564512 1.553359 4.071608 -0.04 0.14 -0.70
C -0.087299 1.353205 5.428773 -0.06 0.01 0.28
N -0.777931 1.653238 6.499142 0.12 -0.04 -0.05
H 3.892905 0.206678 5.630260 0.04 -0.02 0.01
H 5.250512 -0.211782 3.546657 0.01 -0.01 0.03
H 4.061016 -0.346425 1.360958 0.05 0.00 -0.01
H -1.471300 2.000516 0.371842 -0.12 0.03 -0.07
H -2.971298 2.960391 2.136896 -0.02 0.01 0.05
H -2.365652 2.620440 4.561232 -0.04 0.00 -0.01
C 3.496450 -1.927636 -3.626725 -0.02 -0.11 0.07
N 3.734521 -0.543668 -3.953152 0.06 0.10 0.09
C 4.084003 -0.218134 -5.316449 0.03 0.05 -0.10
C 3.837259 1.287400 -5.387083 0.03 0.01 -0.10
N 2.980127 1.551116 -4.239089 -0.06 -0.12 0.07
C 2.955926 2.912869 -3.739822 -0.07 0.07 -0.05
C 2.972611 0.456873 -3.381171 -0.01 0.00 -0.01
N 2.401272 0.291957 -2.247071 0.03 -0.12 -0.07
C 1.447033 1.238790 -1.754659 -0.09 0.28 0.26
C 0.141895 1.253332 -2.549748 0.00 -0.20 -0.16
N -0.815874 2.190646 -1.999691 0.06 0.11 0.04
C -1.543377 2.833022 -2.830257 0.07 0.02 -0.04
N -1.587729 2.661750 -4.241280 0.08 -0.04 0.20
C -2.188042 1.384667 -4.636675 -0.02 -0.06 -0.03
C -2.271289 3.829181 -4.796705 -0.08 0.06 -0.09
C -3.016910 4.476323 -3.618581 -0.09 0.00 -0.10
N -2.399555 3.839382 -2.482657 0.01 0.01 -0.03
C -2.805621 4.143896 -1.139311 -0.15 0.12 -0.01
H 4.416375 -2.502085 -3.747423 -0.01 0.00 -0.01
H 2.717110 -2.363297 -4.263512 0.01 -0.01 -0.01
H 3.164836 -1.998716 -2.594961 0.01 0.00 0.01
H 3.449075 -0.761852 -6.028316 -0.03 0.01 0.06
H 5.123589 -0.477517 -5.527763 -0.04 -0.01 -0.04
H 3.335740 1.570471 -6.314532 0.06 0.05 0.01
H 4.769533 1.859108 -5.316113 0.01 -0.06 0.06
H 3.334099 3.567218 -4.523918 0.00 -0.01 0.00
H 3.591316 3.035085 -2.857918 0.02 0.01 0.00
H 1.944140 3.244859 -3.502102 0.01 -0.03 0.02
H 1.834285 2.256620 -1.617076 -0.13 -0.04 -0.09
H 1.192957 0.991581 -0.696811 0.06 0.21 -0.18
H -0.249981 0.228467 -2.534540 0.02 0.09 -0.01
H 0.397241 1.493032 -3.590934 -0.02 -0.05 0.05
H -1.902976 1.141461 -5.660775 -0.02 0.03 0.00
H -3.282702 1.416140 -4.566842 0.02 -0.02 0.00
H -1.842370 0.586715 -3.986364 0.04 -0.01 0.00
H -2.946581 3.519387 -5.593736 0.01 0.05 0.00
H -1.546395 4.525202 -5.222979 0.01 -0.03 0.03
H -4.099013 4.296323 -3.633364 0.03 -0.03 -0.02
H -2.859432 5.558726 -3.605181 -0.03 -0.02 0.02
H -3.828697 4.524271 -1.165561 0.03 0.06 -0.03
H -2.173247 4.898584 -0.662200 0.06 -0.07 0.04
H -2.833344 3.235470 -0.549896 0.10 -0.17 0.15
N -0.689066 -1.672202 1.966253 0.06 0.00 -0.09
N -1.289864 -2.602718 1.094454 -0.04 -0.28 -0.12
C -1.442645 -2.189900 -0.218358 0.36 0.46 -0.49
O -2.113743 -2.740945 -1.039676 -0.05 -0.07 0.26
O -0.624519 -1.142904 -0.476706 0.09 0.15 -0.02
H -0.183017 -2.203009 2.674183 -0.01 0.02 0.06
H -1.432478 -1.100705 2.382780 -0.05 0.04 0.05
H -2.073477 -3.122040 1.460888 -0.11 0.08 0.07
C -9.719221 -1.409515 0.192385 -0.10 0.01 -0.03
C -8.269371 -1.064045 0.377012 0.16 0.05 0.00
C -7.587645 -0.277142 -0.539266 -0.13 -0.17 0.12
C -6.240544 0.038162 -0.390993 0.06 0.00 -0.05
C -5.604233 0.880057 -1.461383 0.11 0.03 -0.03
C -5.533949 -0.429882 0.724732 0.07 -0.04 0.00
Se -3.701568 0.037602 1.020345 0.20 0.17 0.15
C -6.207471 -1.248861 1.648171 0.06 0.00 0.10
C -5.499031 -1.810329 2.846911 0.01 0.00 0.06
C -7.548857 -1.545378 1.465467 -0.10 0.01 -0.10
H -10.148183 -0.853780 -0.641698 -0.01 0.00 -0.01
H -10.303335 -1.176309 1.084624 0.00 0.00 0.02
H -9.854220 -2.473363 -0.014237 0.01 -0.02 0.00
H -8.115499 0.097383 -1.410625 -0.02 0.01 -0.03
H -6.028332 0.633448 -2.436609 -0.01 0.00 -0.01
H -4.525143 0.733966 -1.486330 -0.01 -0.02 -0.02
H -5.790638 1.942129 -1.283668 0.04 0.09 0.05
H -5.164336 -1.014850 3.516572 -0.01 0.01 -0.02
H -4.596935 -2.347222 2.547582 0.00 -0.03 -0.02
H -6.152158 -2.488167 3.396786 -0.02 -0.02 0.03
H -8.045875 -2.176481 2.195419 -0.03 -0.02 0.01
C 5.585994 -3.186189 1.790595 0.03 -0.02 -0.06
Ge 4.654231 -2.823918 0.084885 0.07 0.04 -0.08
C 5.598593 -1.262451 -0.690011 -0.04 -0.01 0.03
C 5.154867 -4.335795 -1.076875 0.00 0.05 0.01
Ge 2.198777 -2.622792 0.283868 0.23 -0.12 0.29
C 1.836513 -3.610378 1.998181 -0.03 0.07 -0.10
C 0.860304 -4.606069 2.078003 -0.03 -0.05 -0.09
C 0.450217 -5.127453 3.297578 -0.03 -0.04 0.05
C 0.999970 -4.660534 4.483382 0.00 -0.01 0.01
C 1.983434 -3.682797 4.430791 -0.02 -0.04 0.07
C 2.391327 -3.176712 3.204720 0.09 0.10 0.01
C 1.574448 -3.905359 -1.082174 0.03 0.04 0.02
C 1.943174 -5.249346 -1.001483 0.04 -0.04 0.08
C 1.522120 -6.170100 -1.945523 0.01 -0.07 -0.03
C 0.715602 -5.763032 -2.999886 -0.02 -0.03 -0.02
C 0.339354 -4.434444 -3.096391 -0.03 0.00 -0.07
C 0.769767 -3.516626 -2.147595 -0.02 0.10 -0.05
H 6.614639 -3.469463 1.557807 0.01 -0.01 0.00
H 5.119515 -4.004935 2.336574 -0.04 -0.03 -0.01
H 5.624190 -2.319746 2.449153 -0.03 0.07 0.03
H 6.652771 -1.524930 -0.797160 0.03 -0.03 -0.02
H 5.553171 -0.360625 -0.078764 -0.02 0.01 0.08
H 5.205374 -0.996156 -1.669456 -0.05 -0.03 -0.06
H 6.184631 -4.193874 -1.408578 0.04 -0.01 -0.01
H 4.510606 -4.420934 -1.949900 -0.03 0.03 -0.02
H 5.098282 -5.275741 -0.528939 -0.01 -0.02 0.03
H 0.394546 -4.974821 1.172209 0.01 0.01 -0.01
H -0.308721 -5.900345 3.319823 -0.01 0.00 0.01
H 0.673489 -5.062721 5.433466 0.00 0.00 0.02
H 2.439359 -3.319137 5.344066 0.01 0.01 0.02
H 3.175282 -2.428034 3.200061 -0.01 -0.03 -0.03
H 2.565523 -5.593020 -0.181470 0.01 0.03 0.02
H 1.820360 -7.207351 -1.858300 0.00 -0.02 0.00
H 0.375298 -6.482805 -3.733211 -0.01 -0.01 -0.02
H -0.307823 -4.106654 -3.899905 -0.01 -0.01 -0.02
H 0.454679 -2.484763 -2.240937 0.01 0.01 0.01
```
Forces are in eV/Å.

HOMO energy (alpha / beta) in eV: -5.694 / -5.693
Kohn-Sham gap (alpha / beta) in eV: 4.25 / 4.25
ΔE to the lowest compared entry with this formula, charge and spin in eV: 1.131
Multiplicity: 2



Here is a structure of composition C29H33BrN2O6Rb from OMol25. Energies are from wB97M-V/def2-TZVPD.

Structure (XYZ):
```
72
Properties=species:S:1:pos:R:3:forces:R:3
Rb -0.170018 -1.017067 -0.481922 0.00 0.00 -0.04
O -3.268429 1.516238 4.612844 -0.01 0.00 -0.01
C -2.372787 0.527971 4.976783 0.01 0.00 0.03
C -2.017519 0.355353 6.307968 0.00 -0.01 -0.01
C -1.112646 -0.638337 6.656989 -0.01 0.01 0.00
C -0.572981 -1.452196 5.673337 0.00 0.01 -0.01
C -0.944154 -1.263183 4.347437 0.00 0.00 0.00
C -1.838924 -0.274674 3.972873 -0.01 0.00 0.01
C -2.216965 -0.159005 2.477920 0.03 0.06 -0.04
O -1.675666 -1.057191 1.704079 -0.03 -0.08 0.03
N -1.789296 1.271846 2.107775 -0.07 0.01 -0.04
N -1.874951 1.607282 0.837489 0.03 0.02 0.10
C -1.928649 2.854649 0.521833 0.00 -0.01 -0.13
C -1.942073 3.290706 -0.862330 -0.01 -0.03 0.07
Br -1.739129 1.912998 -2.160771 0.04 -0.01 -0.02
C -2.035386 4.548858 -1.314154 0.00 -0.01 -0.02
C -2.239615 5.755895 -0.493342 -0.01 0.00 0.01
C -1.525802 6.916639 -0.801610 -0.01 0.01 0.01
C -1.697645 8.079456 -0.068190 0.00 0.00 -0.01
C -2.597912 8.111572 0.987921 -0.01 0.00 0.01
C -3.330325 6.973051 1.292361 0.00 0.00 0.00
C -3.158232 5.809805 0.557121 0.01 0.00 0.00
H -3.566480 1.963975 5.410392 0.00 0.00 -0.01
H -2.448212 0.999613 7.069375 0.00 0.00 0.00
H -0.836906 -0.770916 7.696144 0.00 0.00 0.00
H 0.131772 -2.230802 5.937078 0.00 0.00 0.00
H -0.562605 -1.878618 3.541329 0.00 0.00 0.01
H -3.332224 -0.120941 2.435592 -0.02 0.00 0.02
H -2.067504 1.993949 2.770034 0.02 0.01 0.00
H -1.917779 3.634090 1.284722 0.02 0.00 0.01
H -1.921686 4.714730 -2.378433 0.01 0.00 0.00
H -0.818824 6.895109 -1.622672 0.00 0.00 0.00
H -1.124794 8.963302 -0.320307 0.00 0.00 0.00
H -2.733301 9.018547 1.563239 0.00 0.00 0.00
H -4.048395 6.991304 2.102836 0.00 0.00 0.00
H -3.754440 4.935396 0.783807 0.00 0.00 0.00
C 7.225036 -2.179351 0.455077 0.00 -0.01 0.00
O 6.824445 -3.399676 -0.127021 0.00 0.00 -0.01
C 5.526760 -3.486021 -0.555732 -0.01 0.00 0.00
C 5.169690 -4.736078 -1.111523 -0.03 0.00 -0.01
C 3.886355 -4.900415 -1.551630 0.02 -0.01 0.02
C 2.891261 -3.897412 -1.484106 0.02 -0.01 0.01
C 1.555454 -4.201186 -1.963421 -0.03 -0.01 -0.07
C 1.299259 -5.580622 -2.571934 0.00 -0.01 0.01
O 0.588865 -3.437740 -1.931184 0.06 0.10 0.09
C 3.253597 -2.608586 -0.924483 0.04 0.10 0.00
O 2.482540 -1.622625 -0.817086 -0.07 -0.06 -0.03
C 4.620385 -2.470303 -0.469073 -0.01 -0.01 0.01
H 8.268544 -2.304480 0.736981 0.00 0.00 0.00
H 6.632407 -1.948120 1.344328 0.00 0.00 0.00
H 7.136218 -1.349794 -0.251968 0.00 0.00 0.00
H 5.907123 -5.524616 -1.168907 0.00 0.00 0.00
H 3.625821 -5.864073 -1.968916 0.00 -0.01 0.00
H 1.952252 -5.773674 -3.424680 0.00 0.00 0.00
H 0.261925 -5.606771 -2.896973 0.00 0.00 0.00
H 1.464021 -6.372569 -1.839571 0.00 -0.01 -0.01
H 4.864118 -1.505538 -0.047289 0.01 0.00 -0.01
C -3.212096 -1.677927 -2.800320 -0.01 0.00 -0.01
C -2.028747 -1.994553 -3.686141 0.04 -0.01 0.05
O -1.019855 -1.028122 -3.462724 0.13 0.00 0.02
C 0.130561 -1.270018 -4.264629 -0.09 0.01 0.00
C 1.264639 -0.383516 -3.806772 0.06 0.01 -0.05
H -4.010840 -2.401270 -2.972717 -0.01 0.01 0.01
H -3.594100 -0.678222 -3.009484 0.00 0.00 0.00
H -2.938954 -1.721531 -1.745011 -0.01 0.00 -0.01
H -2.322930 -1.978354 -4.745820 -0.01 0.00 0.00
H -1.624278 -2.988906 -3.459374 -0.02 0.00 -0.01
H -0.127601 -1.069869 -5.314791 0.00 -0.01 -0.01
H 0.414433 -2.323925 -4.174973 0.00 0.01 0.00
H 0.944078 0.658872 -3.754024 -0.01 0.00 -0.01
H 2.087467 -0.452776 -4.522274 -0.01 0.02 0.01
H 1.652644 -0.699622 -2.837390 -0.03 -0.01 0.03
```
Forces are in eV/Å.

HOMO energy in eV: -4.446
Net charge: -1
Kohn-Sham gap in eV: 6.72
ΔE to the lowest compared entry with this formula, charge and spin in eV: 0.729
Multiplicity: 1



Asked for max |F| across the records above, the calculation gives 0.60; 1.22; 0.15 eV/Å in order.